[1]
# C4H8O3

A single C4H8O3 molecule (ωB97M-V/def2-TZVPD, OMol25).

The geometry in XYZ format:
```
15
Properties=species:S:1:pos:R:3
O -0.60 -0.60 -1.37
H -3.51 0.70 0.47
C 0.73 -0.40 0.63
H 0.95 -1.47 0.79
C -2.80 0.24 -0.21
C -0.53 -0.31 -0.20
H 3.83 0.33 0.21
O 3.07 -0.11 0.63
H 0.59 0.07 1.60
O -1.57 0.14 0.51
H 1.77 1.30 -0.19
C 1.91 0.21 -0.11
H 1.95 -0.21 -1.13
H -2.66 0.86 -1.10
H -3.14 -0.75 -0.52
```

* highest occupied orbital energy: -10.403 eV
* orbital gap: 11.3 eV
* SMILES: COC(=O)CCO
* spin multiplicity: 1

These are the Mulliken partial charges, in e, on atoms 1 to 2: number 1, O, carries -0.57; number 2, H, carries 0.23

---

[2]
# C4H12

2 unconnected molecules or ions with the total composition C4H12 (ωB97M-V/def2-TZVPD, OMol25).

The geometry in XYZ format:
```
16
Properties=species:S:1:pos:R:3
H 2.59 0.63 -0.90
C 1.58 1.32 -1.13
C -1.02 -1.59 -0.18
H 0.71 0.67 -1.60
H 1.58 2.40 0.80
H -2.62 -1.53 1.18
C -1.53 -1.80 1.30
H 0.48 2.92 -0.32
H 0.45 1.31 0.66
H -1.66 -1.37 -1.02
H -1.03 -1.08 2.02
H -0.28 -2.32 -0.57
H -1.44 -2.80 1.62
H 1.99 1.87 -1.93
C 0.92 2.04 0.07
H -0.50 -0.54 -0.23
```

* highest occupied orbital energy (alpha / beta): -15.809 / -15.429 eV
* orbital gap (alpha / beta): 12.7 / 4.0 eV
* charge: +1
* spin multiplicity: 2

These are the Mulliken partial charges, in e, on atoms 1 to 2: number 1, H, carries 0.25; number 2, C, carries -0.68

---

[3]
# C20H27FN4O4

A single C20H27FN4O4 molecule (ωB97M-V/def2-TZVPD, OMol25).

The geometry in XYZ format:
```
56
Properties=species:S:1:pos:R:3
H -2.92 -3.68 -0.18
C 0.44 1.77 -0.07
O 2.08 -5.02 -5.66
H -0.42 1.89 0.59
H -4.47 -1.06 1.93
C 3.11 -0.42 -5.58
H -0.59 -2.68 -3.62
H 1.60 -0.57 1.57
H 1.34 1.76 0.55
F -0.73 -6.96 -2.31
H 2.33 0.28 -5.29
C -2.23 -1.57 -1.80
N 2.64 -1.74 -1.41
C 2.37 -3.81 -5.14
C 2.97 -1.23 -2.62
C -0.97 -3.42 -2.92
C -1.91 -5.31 -1.13
H -0.55 0.53 -1.53
N 0.27 -0.70 -0.06
H -3.62 0.39 1.34
H 3.84 -2.50 0.93
O -3.32 -1.38 0.31
H 4.87 -1.35 0.06
C -2.28 -3.98 -1.00
C -1.81 -3.02 -1.89
O -0.90 -2.16 1.20
C 2.75 -0.99 -0.17
H 3.13 -0.53 -6.66
H 0.50 2.64 -0.72
H 4.06 -0.05 -5.21
C 0.33 0.50 -0.90
H -2.73 -0.89 2.24
C -2.19 -0.94 -0.40
H -1.59 -0.98 -2.46
C -3.53 -0.69 1.52
H -2.26 -6.06 -0.44
C 2.48 -3.51 -3.78
H 1.33 -2.17 0.92
H -2.26 0.16 -0.51
H 2.07 -4.93 -6.62
H 2.36 -4.19 -2.95
C 3.95 -1.45 0.65
O 3.38 -0.09 -2.77
H 2.92 0.05 -0.48
C -1.08 -5.67 -2.17
H 1.17 0.41 -1.58
C -0.89 -1.30 0.34
H 4.05 -0.86 1.55
C 2.78 -2.16 -3.76
C -0.60 -4.75 -3.08
H 2.20 -2.65 -1.37
H 0.04 -5.07 -3.89
H -3.25 -1.44 -2.16
N 2.59 -2.75 -5.90
N 2.84 -1.74 -5.04
C 1.48 -1.13 0.64
```

* highest occupied orbital energy: -8.880 eV
* orbital gap: 9.5 eV
* SMILES: CCN(C[C@@H](C)NC(=O)c1cc(O)nn1C)C(=O)[C@@H](Cc1ccc(F)cc1)OC
* spin multiplicity: 1

These are the Mulliken partial charges, in e, on atoms 1 to 2: number 1, H, carries 0.41; number 2, C, carries -1.46

---

[4]
# C44H92N4O20

12 unconnected molecules or ions with the total composition C44H92N4O20 (ωB97M-V/def2-TZVPD, OMol25).

The geometry in XYZ format:
```
160
Properties=species:S:1:pos:R:3
C 16.59 16.10 18.54
H 12.44 17.51 16.88
O 18.07 19.95 12.13
C 18.24 21.25 12.62
C 10.33 14.82 11.03
C 15.98 18.65 16.97
O 11.37 14.67 15.43
C 8.59 17.71 12.49
C 11.70 14.79 10.36
H 15.38 14.47 17.74
C 11.00 14.18 14.13
H 16.93 14.00 18.29
C 13.83 9.20 11.87
C 15.85 14.62 8.83
H 18.42 14.92 13.51
H 11.75 16.13 17.83
H 18.71 8.12 18.05
H 16.57 17.21 12.77
H 18.33 17.08 12.51
C 14.34 18.69 10.11
H 10.01 12.66 15.21
C 14.46 10.81 10.09
C 8.57 16.30 11.86
H 11.71 11.64 16.82
H 14.31 9.10 17.85
H 8.33 15.53 12.61
C 16.06 14.67 18.53
C 17.27 17.97 17.15
C 15.47 14.48 12.51
H 17.50 12.91 14.39
H 19.82 8.79 7.14
O 20.80 15.59 12.39
H 18.06 11.91 11.93
H 14.26 10.18 19.72
N 13.57 10.41 11.00
C 10.82 19.41 9.52
H 14.55 15.92 7.75
H 17.12 8.48 18.65
O 14.23 11.81 14.52
O 14.35 11.86 9.48
H 7.86 16.32 11.01
H 16.08 14.66 15.43
H 16.05 19.73 16.98
H 17.29 21.63 12.93
C 19.54 8.90 9.15
H 11.80 10.77 12.03
C 18.99 10.58 10.66
H 19.25 9.92 11.51
H 10.19 14.74 13.66
C 12.59 11.95 17.42
H 11.49 12.12 14.47
H 15.43 14.91 9.80
C 14.62 12.52 13.56
H 17.75 9.69 15.62
C 14.80 14.84 7.73
H 19.05 12.59 15.33
H 13.10 8.44 11.67
H 19.09 10.99 19.23
C 17.69 18.97 12.97
H 12.66 12.27 11.52
O 17.53 19.17 14.18
C 19.30 8.12 7.82
C 17.79 11.43 11.00
H 14.89 15.37 12.34
H 17.33 17.73 11.24
H 16.96 10.75 11.18
H 15.57 18.42 16.00
H 14.77 8.83 11.62
O 19.94 13.62 13.05
H 18.04 13.89 15.78
H 14.75 15.52 14.70
H 22.08 14.11 10.76
H 16.12 13.57 8.97
O 14.42 17.50 10.36
H 19.47 16.03 8.27
C 18.38 13.33 14.90
H 13.31 15.83 16.92
O 13.58 12.04 20.12
C 13.65 9.74 17.26
O 18.57 12.28 17.73
H 19.29 23.04 12.00
C 17.44 17.66 12.31
C 18.60 11.23 18.28
O 16.98 15.52 8.69
N 15.11 13.75 13.66
H 16.16 19.00 9.01
H 19.74 16.37 10.08
H 10.89 20.42 9.90
H 19.76 7.12 7.84
C 18.92 22.10 11.56
H 14.49 13.91 15.60
C 10.60 12.76 14.31
O 10.01 16.09 11.36
C 19.13 14.30 14.04
H 14.18 10.01 16.36
O 17.94 14.88 10.62
H 8.54 18.46 11.72
H 12.01 17.64 9.57
O 11.54 16.71 14.59
H 16.34 9.75 16.56
H 15.49 13.80 11.65
O 16.68 16.72 19.61
H 7.68 17.80 13.05
H 12.80 9.09 17.13
H 15.12 20.48 9.41
H 12.20 12.69 18.08
O 18.65 9.81 9.47
N 18.11 10.05 17.73
H 9.90 18.90 9.75
C 18.13 8.87 18.53
H 18.28 8.04 7.61
C 11.71 15.98 15.54
C 17.95 15.53 9.61
O 13.17 19.36 9.92
H 15.50 14.51 19.47
H 15.26 18.34 17.72
H 16.49 14.79 12.61
C 17.35 10.16 16.51
H 17.85 18.27 18.03
H 10.10 12.34 13.42
H 14.05 14.17 8.11
C 21.77 13.50 11.61
H 19.81 14.95 14.59
H 17.21 11.18 16.20
N 13.34 10.91 18.02
C 20.78 14.37 12.31
H 18.72 17.44 8.94
C 19.05 16.42 9.22
H 18.77 21.23 13.59
H 13.11 12.46 16.60
O 17.00 16.52 17.31
O 9.62 13.82 11.22
H 9.51 17.82 13.09
H 15.26 10.10 9.97
C 12.33 16.41 16.90
O 20.54 8.69 9.88
H 17.52 12.24 10.30
H 18.56 9.10 19.50
H 12.05 13.80 10.15
H 13.68 9.47 12.93
C 11.94 18.57 10.09
C 15.51 19.51 9.73
H 22.66 13.33 12.23
H 15.18 14.44 6.79
H 11.03 19.44 8.46
C 15.12 14.48 14.93
H 11.73 15.47 9.56
H 17.95 18.11 16.31
H 11.88 18.39 11.18
H 18.24 22.35 10.77
H 11.86 14.34 13.47
H 14.60 12.21 12.50
H 19.77 21.53 11.22
H 11.89 11.25 10.25
H 21.21 12.66 11.27
C 13.71 11.08 19.40
H 12.33 15.24 11.17
C 12.39 11.23 11.22
H 19.85 11.21 10.40
H 16.06 19.69 10.65
```

* highest occupied orbital energy: -8.974 eV
* orbital gap: 9.4 eV
* SMILES: CCOC(C)=O.CCOC(C)=O.CCOC(C)=O.CCOC(C)=O.CCOC(C)=O.CCOC(C)=O.CCOC(C)=O.CCOC(C)=O.CN(C)C=O.CN(C)C=O.CN(C)C=O.CN(C)C=O
* spin multiplicity: 1

These are the Mulliken partial charges, in e, on atoms 1 to 2: number 1, C, carries 0.48; number 2, H, carries 0.29

---

[5]
# C45H37BrClCsIN10O5P

A molecular structure, C45H37BrClCsIN10O5P (ωB97M-V/def2-TZVPD, OMol25).

The geometry in XYZ format:
```
102
Properties=species:S:1:pos:R:3
Cs 0.30 0.23 -0.69
N 2.75 3.19 -1.30
H -2.53 1.99 -7.83
N -2.01 0.69 -2.31
C 2.71 0.81 2.36
H 0.79 3.71 3.62
C 3.11 -2.05 0.25
C 2.17 -3.79 2.14
C 0.04 3.84 1.06
C -5.37 -2.40 -3.82
H 1.71 5.00 -3.85
C 3.43 -3.98 1.66
N 1.86 -1.89 0.75
C -5.29 0.16 6.11
H 5.90 2.82 1.33
O -3.39 2.52 -2.69
C 2.07 4.18 -0.76
H -2.49 -4.63 -5.04
H -4.58 -4.49 -6.36
H 4.05 -4.79 2.02
H -0.03 6.23 -2.18
C -4.48 -3.93 -5.44
C 4.85 -1.28 -1.24
C 2.71 3.39 -2.65
H -6.42 -3.02 -5.58
C -2.66 1.62 -3.07
I 5.58 0.08 -2.65
C 2.55 2.79 1.58
H 0.45 6.26 -0.50
H -3.35 2.90 -5.65
C -3.37 -0.91 0.37
C -2.74 1.12 5.71
C -3.31 -4.02 -4.69
C -3.20 0.13 4.87
C 3.95 -3.10 0.69
C -1.56 0.24 -4.57
H -0.21 2.23 3.73
C -1.08 -0.28 -5.76
H -2.84 0.72 2.08
C 3.98 1.22 2.08
C -2.26 -0.41 3.75
C 4.96 3.29 1.06
H -2.28 -1.52 3.84
C -4.21 -2.49 -3.05
H -2.77 3.33 -0.31
C -4.80 1.18 6.93
H -3.13 2.44 7.37
C -5.51 -3.11 -5.00
C -0.21 3.31 3.52
N -3.02 -0.20 2.47
N -0.68 3.51 2.16
P 1.80 4.36 1.04
C 5.68 -2.31 -0.81
H 4.93 0.72 2.14
H -2.25 -3.33 -2.96
C -1.36 -0.17 -3.13
C -3.18 -3.30 -3.51
C -3.52 1.66 6.73
N 1.83 1.80 2.04
N 1.61 5.04 -1.71
C -2.26 1.51 -6.90
H -6.17 -1.75 -3.48
H 3.16 2.69 -3.33
O -4.94 -1.39 4.32
O -1.08 0.17 3.75
C -4.49 -0.36 5.10
N -0.71 3.82 -0.03
C -3.57 -1.94 -0.65
C 2.00 4.53 -2.92
H -1.72 1.44 5.53
Br -3.04 -3.71 -0.18
H -2.72 2.96 2.44
H -1.10 0.00 -7.89
H 6.68 -2.41 -1.21
H -5.83 -1.62 4.61
C -4.08 -1.66 -1.85
C 5.25 -3.20 0.14
H 1.75 -4.45 2.89
H 4.94 4.30 1.47
H -4.39 -0.63 -1.96
N -3.10 -1.19 1.59
H -3.48 0.11 0.01
H 4.88 3.34 -0.03
C 3.54 -1.06 -0.77
C -1.96 3.47 0.39
C -2.36 1.36 -4.54
Cl 6.33 -4.49 0.67
H -0.45 -1.16 -5.77
H -5.43 1.58 7.71
H 0.41 -2.52 2.04
C -2.73 2.02 -5.69
O 2.78 -0.15 -1.15
C 0.83 6.24 -1.52
H 1.44 7.13 -1.70
H -0.88 3.84 4.20
C -1.95 3.27 1.74
H 2.37 -0.14 2.75
C 1.40 -2.72 1.66
C -1.45 0.37 -6.94
N 3.88 2.50 1.60
H -6.29 -0.23 6.26
O -0.70 -1.15 -2.79
```

* highest occupied orbital energy: -2.210 eV
* orbital gap: 5.7 eV
* charge: -2
* spin multiplicity: 1

These are the Mulliken partial charges, in e, on atoms 1 to 2: number 1, Cs, carries 0.91; number 2, N, carries -0.12

---

[6]
# C6H10OS

A single C6H10OS molecule (ωB97M-V/def2-TZVPD, OMol25).

The geometry in XYZ format:
```
18
Properties=species:S:1:pos:R:3
H -0.94 0.03 -1.26
C 1.76 0.65 -0.38
C 1.16 -1.85 -0.58
C -1.29 -0.12 -0.24
H 0.52 -2.04 -1.46
S -2.81 0.10 0.08
C 2.09 -0.04 0.96
H 2.43 0.35 -1.20
H 3.01 -0.57 1.17
H 1.86 2.83 -0.27
H 0.54 2.13 -1.32
C 1.09 2.04 -0.35
O -0.29 -0.39 0.59
C 0.99 -0.57 0.08
H 2.19 -1.94 -0.92
H 0.28 2.23 0.37
H 1.67 0.51 1.79
H 0.95 -2.65 0.14
```

* highest occupied orbital energy: -8.816 eV
* orbital gap: 9.5 eV
* SMILES: C[C@H]1C[C@@]1(C)OC=S
* spin multiplicity: 1

These are the Mulliken partial charges, in e, on atoms 1 to 2: number 1, H, carries 0.28; number 2, C, carries -0.02